1.
2 unconnected molecules or ions with the total composition C7H12Se in a non-equilibrium geometry, computed with ωB97M-V with the def2-TZVPD basis set.

```
20
Properties=species:S:1:pos:R:3:forces:R:3
H -2.734 1.467 -1.330 0.37 -1.16 -0.67
C -1.978 0.817 -1.866 0.00 1.47 2.56
H -0.479 -1.116 2.183 -0.18 0.16 -1.70
H 0.451 0.093 -2.712 -0.47 -0.09 1.82
C -0.791 0.539 -0.894 -0.79 1.23 -1.24
C -0.222 -0.851 1.101 0.38 -0.03 1.80
C 2.108 0.241 2.373 -1.55 -3.49 -1.44
Se 1.929 -0.620 -0.820 -0.77 -0.13 -0.04
C -1.094 -0.130 0.377 0.58 -0.64 1.99
H -2.318 -0.087 -2.269 -1.17 -1.30 -0.34
H 1.602 -1.959 1.310 0.69 -2.00 0.66
C 0.163 -0.301 -1.659 2.74 1.84 -2.12
H 1.469 -0.008 3.225 0.56 0.11 -0.08
H -0.349 -1.161 -1.900 -0.72 -2.48 -0.19
H -0.420 1.542 -0.680 0.49 0.01 0.17
H 3.171 0.031 2.420 -0.16 -0.16 0.12
H -1.638 1.402 -2.681 0.57 0.65 -0.82
H -1.930 0.074 1.018 -1.02 0.42 -0.62
H 1.856 1.131 1.908 -0.38 1.70 -0.78
C 1.205 -1.106 0.896 0.82 3.90 0.88
```
Positions in Å, forces in eV/Å.

Properties
E_LUMO: 0.7 eV
Energy relative to the best compared isomer or geometry (same formula, charge and spin): 44.86 kcal/mol
HOMO energy: -7.709 eV

Results of the natural (NBO) charge analysis, in e, for atoms 1 through 5: 0.211 -0.579 0.208 0.227 -0.301



2.
2 unconnected molecules or ions with the total composition C7H12Si in a non-equilibrium geometry, computed with ωB97M-V with the def2-TZVPD basis set.

```
20
Properties=species:S:1:pos:R:3:forces:R:3
H 0.912 -1.992 -1.735 0.00 -0.48 0.28
H -1.900 0.925 1.692 -0.83 0.74 -0.16
H -1.078 -1.550 1.617 -0.55 -0.68 0.17
C 0.292 -2.497 0.301 0.07 -4.36 0.80
C 0.627 -1.745 -0.716 0.27 -0.29 -2.14
H -0.570 1.933 3.311 0.35 0.03 1.35
H 0.427 -3.599 0.382 -0.36 0.84 -0.41
H -0.428 2.485 -2.182 0.28 -1.88 0.26
Si -0.720 1.753 1.920 1.61 -2.48 -2.21
C -0.011 -1.750 1.512 -0.63 1.81 -1.21
H -0.444 3.141 1.300 -0.35 -1.26 0.00
C -0.385 1.347 -2.034 -0.45 -0.07 2.01
C 0.317 -0.358 1.002 -0.39 3.76 1.61
H 1.350 1.585 -0.767 -0.62 -0.87 0.14
C 0.848 0.718 -1.287 0.83 2.72 0.18
H 1.673 0.480 -1.987 -0.67 -0.49 0.05
H 0.343 -2.247 2.382 0.58 0.30 0.98
H -1.275 0.963 -1.479 0.34 1.00 0.05
H -0.534 0.800 -2.909 0.01 -0.32 -2.09
C 0.557 -0.394 -0.323 0.54 1.97 0.33
```
Positions in Å, forces in eV/Å.

Properties
E_LUMO: 0.5 eV
Energy relative to the best compared isomer or geometry (same formula, charge and spin): 90.74 kcal/mol
HOMO energy: -8.110 eV

Results of the natural (NBO) charge analysis, in e, for atoms 1 through 5: 0.214 -0.153 0.263 -0.178 -0.237



3.
A molecular structure, C7H13BClFO2 in a non-equilibrium geometry, computed with ωB97M-V with the def2-TZVPD basis set.

```
25
Properties=species:S:1:pos:R:3:forces:R:3
C -0.138 0.630 -1.852 -1.32 -1.29 0.05
Cl 5.099 -0.898 -0.569 -0.11 0.10 -0.31
H 0.407 -0.032 -2.538 -0.17 -0.04 0.39
H -1.708 0.177 1.224 0.94 -0.90 0.89
H 0.397 2.831 -0.131 -1.34 -0.64 -0.51
H -0.400 -0.353 2.488 -0.56 0.43 -0.13
B 2.287 -0.002 0.349 5.85 -0.32 2.19
C 0.389 0.660 -0.439 -1.97 1.90 0.71
H -1.343 -1.533 1.601 -0.46 -0.56 0.25
H 0.136 2.066 1.331 -1.09 -0.75 -1.05
H -1.209 0.336 -1.789 0.57 -0.06 -0.33
C -0.900 -0.562 1.535 -0.65 1.47 -0.11
O 1.782 0.826 -0.513 0.19 1.03 -1.53
C -0.217 1.966 0.247 5.89 -0.32 1.17
H -1.138 -1.781 -0.780 1.64 -0.57 1.06
H 0.100 -2.709 0.245 0.24 -1.50 0.62
F 4.741 1.338 0.728 -0.63 -0.07 -0.97
C 0.148 -0.617 0.467 0.85 0.29 -0.51
H 0.548 -1.759 -1.285 -0.17 -0.86 1.20
H -1.217 1.921 0.095 -3.06 0.75 -0.21
C 4.215 0.043 0.638 -2.20 0.34 1.04
H 4.587 -0.314 1.607 -0.86 -0.73 -0.25
H -0.147 1.590 -2.306 0.26 1.01 -0.15
C -0.060 -1.859 -0.336 -1.56 2.20 -3.90
O 1.462 -0.724 1.103 -0.27 -0.90 0.40
```
Positions in Å, forces in eV/Å.

Properties
E_LUMO: 0.5 eV
Energy relative to the best compared isomer or geometry (same formula, charge and spin): 1.74 kcal/mol
HOMO energy: -9.917 eV

Results of the natural (NBO) charge analysis, in e, for atoms 1 through 5: -0.631 -0.064 0.226 0.220 0.236



4.
A molecular structure, C7H13BrFI2O11P2S3 in a non-equilibrium geometry, computed with ωB97M-V with the def2-TZVPD basis set.

```
40
Properties=species:S:1:pos:R:3:forces:R:3
H 3.882 5.328 -2.612 -0.03 0.03 0.00
H 2.851 4.905 -4.775 -0.02 -0.31 0.09
O -3.793 -2.484 -0.147 0.48 0.06 -0.31
H -1.115 1.244 0.281 -0.52 -0.63 -0.28
I -3.346 -0.759 2.581 1.04 0.51 -0.47
S 2.995 -0.529 2.839 2.78 1.19 2.23
O -3.258 -4.777 -0.842 -0.08 0.57 0.35
P 1.361 -0.520 1.393 -0.66 -0.91 1.10
C -0.277 -0.759 2.163 -0.66 -0.41 1.25
F 3.596 -2.034 2.866 -1.21 1.44 -0.03
H -5.022 -5.085 1.253 0.02 -0.06 0.00
O 2.095 5.251 -1.595 -0.38 -0.69 -0.03
H 1.276 5.512 -4.215 0.04 -0.01 0.00
O 0.052 3.898 -1.728 0.14 -0.50 0.51
O 2.252 2.801 -1.143 -3.21 5.01 -4.13
H -3.831 -6.086 2.117 0.20 0.20 0.07
O 3.230 1.437 -0.256 0.01 -4.35 4.44
C -3.494 -5.932 -0.027 0.31 -0.50 0.25
S 1.458 3.808 -1.869 0.20 1.09 -1.05
C 2.854 5.672 -2.740 0.68 0.00 -0.35
O 4.057 0.307 2.359 -0.70 -1.14 -1.39
P 1.579 1.319 0.148 1.82 1.68 -2.30
C -1.466 -0.424 1.606 0.46 0.13 -0.77
S -2.856 -3.528 0.084 -0.62 -0.97 0.08
C -3.971 -5.382 1.300 -0.64 -0.13 -0.13
O -3.185 -4.202 1.507 0.54 0.06 -0.47
H -0.956 -0.389 -0.537 -0.43 0.43 0.49
H 3.590 2.169 0.279 0.34 -0.57 -0.11
I -0.306 -1.706 4.113 0.49 0.26 -0.99
Br 1.111 3.117 1.444 0.16 -1.34 0.56
C -1.540 0.218 0.196 -0.35 -0.18 0.72
H 1.596 -1.644 0.541 0.14 0.49 0.26
O 2.562 -0.073 4.122 -0.97 -1.49 -0.50
O -1.450 -3.325 -0.002 -0.08 0.45 0.10
O 1.820 3.695 -3.422 0.36 -0.31 0.89
H 2.844 6.756 -2.826 -0.20 -0.05 0.23
C 2.189 4.993 -3.917 -0.29 0.66 -0.22
H -2.551 -6.471 0.081 -0.04 -0.01 0.01
H -2.604 0.262 -0.126 0.89 0.05 0.07
H -4.230 -6.583 -0.494 0.00 0.22 -0.17
```
Positions in Å, forces in eV/Å.

Properties
Net charge: +1
E_LUMO: -4.3 eV
HOMO energy: -11.799 eV

Results of the natural (NBO) charge analysis, in e, for atoms 1 through 5: 0.202 0.232 -0.899 0.239 0.298



5.
A single C7H13BrINO2 molecule in a non-equilibrium geometry, computed with ωB97M-V with the def2-TZVPD basis set.

```
25
Properties=species:S:1:pos:R:3:forces:R:3
H 2.407 0.045 -1.109 0.13 -0.18 -0.17
H -2.442 0.395 1.728 0.07 -0.13 0.28
N 0.035 -0.742 -0.575 -0.44 -0.45 0.42
O 0.874 -2.299 -2.052 0.02 0.44 0.62
O -0.138 -3.063 -0.186 0.67 1.38 -1.07
C -1.426 -0.557 -0.539 0.13 0.44 -0.42
C 2.330 0.980 -0.573 0.05 0.27 0.44
C 0.682 -0.482 0.730 0.40 0.24 -0.01
C 1.545 0.788 0.723 0.12 -0.41 -0.16
H -1.883 -1.198 0.214 -0.07 -0.18 0.17
H 1.131 -3.226 -2.059 -0.08 -0.43 -0.28
H 1.858 1.716 -1.212 -0.30 -0.03 -0.17
H 1.348 -1.299 0.980 0.03 -0.33 -0.15
I 2.962 0.551 2.357 -0.26 0.14 0.08
C -2.069 1.256 1.182 -0.26 -0.17 -0.57
H -2.955 0.865 -0.688 -0.14 0.02 -0.24
C -1.950 0.852 -0.287 0.03 -0.09 0.56
H 0.953 1.651 0.988 0.07 0.29 0.02
Br -0.995 2.223 -1.278 -0.08 0.04 -0.18
H -2.829 2.024 1.260 0.07 0.35 0.14
C 0.231 -2.126 -0.884 -0.40 -1.16 0.63
H -0.046 -0.451 1.535 -0.16 0.02 0.14
H -1.804 -0.867 -1.508 0.00 -0.12 -0.20
H -1.135 1.605 1.598 0.14 0.06 0.21
H 3.316 1.363 -0.346 0.27 -0.01 -0.10
```
Positions in Å, forces in eV/Å.

Properties
SMILES string: C[C@H](I)CN(C[C@@H](C)Br)C(=O)O
E_LUMO: 0.5 eV
HOMO energy: -9.433 eV

Results of the natural (NBO) charge analysis, in e, for atoms 1 through 5: 0.221 0.215 -0.514 -0.653 -0.606



| no. | HOMO-LUMO gap (eV) | DFT total energy (eV) |
| --- | --- | --- |
| 1 | 8.419 | -72796.382 |
| 2 | 8.565 | -15326.569 |
| 3 | 10.466 | -27481.917 |
| 4 | 7.498 | -170024.411 |
| 5 | 9.959 | -91198.172 |